No. 1
ORCA calculation (wB97M-V/def2-TZVPD) on an isolated molecule of C31H35N5O3 in a non-equilibrium geometry.

Geometry as XYZ:
```
74
Properties=species:S:1:pos:R:3:lowdin_charge:R:1
C 0.33677 6.71009 2.95005 -0.07
N 1.28686 5.68173 2.58279 -0.21
C 2.64830 5.97783 2.96846 -0.06
C 0.88328 4.50632 2.01731 -0.23
C 1.80872 3.56926 1.47709 -0.02
C 1.36716 2.37899 0.91360 -0.03
C -0.00640 2.06353 0.83045 -0.19
C -0.46009 0.78752 0.20495 -0.10
C 0.33941 -0.29855 0.45812 -0.01
C 0.30412 -1.67007 -0.14093 -0.25
C 1.51221 -2.11313 -0.97019 -0.19
C 1.28174 -3.00440 -2.02941 -0.03
C 2.34216 -3.66925 -2.62310 -0.02
C 3.64911 -3.51372 -2.09243 -0.23
N 4.62180 -4.41916 -2.40341 -0.20
C 5.82540 -4.52296 -1.60212 -0.06
C 4.37417 -5.46148 -3.37886 -0.07
C 3.88273 -2.48342 -1.15190 -0.02
C 2.81896 -1.77252 -0.61141 -0.04
C 0.03474 -2.70636 0.89826 -0.10
C 1.16270 -2.83943 1.93119 -0.37
O 2.19602 -3.46426 1.73495 0.10
N 0.94983 -2.23266 3.15912 0.20
C -0.27038 -1.81444 3.70721 -0.46
O -0.39006 -1.43438 4.85116 0.10
N -1.33124 -1.89610 2.79368 0.21
C -1.31920 -2.50224 1.55199 -0.38
O -2.37482 -2.82873 1.01708 0.09
C -1.73756 0.78658 -0.56703 -0.14
C -2.42687 -0.38897 -0.92669 -0.03
C -3.69789 -0.38353 -1.47285 -0.01
C -4.37075 0.83679 -1.71510 -0.23
N -5.65969 0.82618 -2.16824 -0.21
C -6.58869 1.92823 -2.01201 -0.06
C -6.27300 -0.40434 -2.62181 -0.08
C -3.66903 2.04234 -1.44308 -0.02
C -2.37617 2.00367 -0.94156 -0.04
C -0.91223 2.97765 1.41429 -0.05
C -0.49611 4.17151 1.97798 -0.02
H -0.45044 6.81688 2.19413 0.09
H -0.13997 6.49666 3.91874 0.09
H 0.87886 7.65731 3.03733 0.08
H 3.34064 5.17932 2.70001 0.07
H 2.97097 6.91125 2.48862 0.09
H 2.70054 6.13733 4.05523 0.09
H 2.87400 3.79233 1.49218 0.09
H 2.10130 1.68505 0.50194 0.11
H 1.12996 -0.17517 1.21048 0.11
H -0.51157 -1.69302 -0.86143 0.11
H 0.25693 -3.21677 -2.34947 0.12
H 2.16498 -4.36583 -3.44114 0.09
H 5.60501 -4.66790 -0.53398 0.10
H 6.40252 -5.37178 -1.97113 0.08
H 6.42635 -3.61274 -1.70057 0.08
H 4.00887 -5.02952 -4.31746 0.09
H 5.31111 -5.98400 -3.57629 0.08
H 3.63014 -6.19436 -3.03215 0.09
H 4.89511 -2.27578 -0.81100 0.10
H 2.99877 -0.99535 0.13252 0.11
H -0.00969 -3.69116 0.41187 0.18
H 1.68901 -2.34523 3.84520 0.17
H -2.23969 -1.76397 3.22779 0.17
H -2.02752 -1.37772 -0.73184 0.07
H -4.19171 -1.33738 -1.67017 0.10
H -6.11682 2.78068 -1.51728 0.07
H -6.96519 2.24490 -2.99606 0.09
H -7.45476 1.60287 -1.41278 0.09
H -5.55891 -1.01012 -3.19239 0.09
H -6.62988 -1.01093 -1.77618 0.10
H -7.12098 -0.16341 -3.26704 0.09
H -4.14821 3.00310 -1.64812 0.10
H -1.86727 2.95772 -0.80752 0.11
H -1.97830 2.74250 1.42423 0.12
H -1.24016 4.85012 2.40615 0.10
```

Values from the calculation:
HOMO energy = -6.91 eV
Molar mass = 525.65 g/mol
ΔE to the lowest compared entry with this formula, charge and spin = 0.0 kcal/mol
Lowest unoccupied orbital energy = 0.72 eV
Total charge = 0

No. 2
ORCA calculation (wB97M-V/def2-TZVPD) on a structure of composition C7H10N2O2S in a non-equilibrium geometry.

Geometry as XYZ:
```
22
Properties=species:S:1:pos:R:3:lowdin_charge:R:1
C 3.15866 -0.61746 0.69544 -0.13
C 2.58300 -0.37427 -0.79825 -0.14
C 0.41150 0.36616 -0.25695 -0.53
C -1.03299 -0.01191 0.12417 -0.02
C -2.23119 0.98505 -0.03664 -0.36
C -2.14291 2.60311 0.14404 -0.02
C -1.67973 -1.30772 -0.06819 -0.52
H 3.11667 -1.65674 1.13286 0.06
H 4.30318 -0.06981 0.73305 0.12
H 2.82430 0.06887 1.56709 0.08
H 2.42121 1.01533 -0.92357 0.22
H 2.90159 -1.10895 -1.74505 0.16
H -1.21476 2.95328 0.72221 0.09
H -2.06668 3.21110 -0.81668 0.08
H -3.16044 2.78328 0.49647 0.05
H -0.26330 -3.01296 0.41084 0.11
H -1.78283 -3.35505 -0.70383 0.18
N -3.36427 0.44668 0.11303 -0.34
N -1.28324 -2.69928 0.20594 -0.04
O 1.17183 -0.62577 -0.42250 -0.08
O 0.76193 1.54466 -0.33126 0.04
S -3.43152 -1.13760 -0.24224 0.99
```

Values from the calculation:
HOMO energy = -8.79 eV
Molar mass = 186.24 g/mol
ΔE to the lowest compared entry with this formula, charge and spin = 135.1 kcal/mol
Lowest unoccupied orbital energy = 0.29 eV
Total charge = 0

No. 3
ORCA calculation (wB97M-V/def2-TZVPD) on a cluster of 5 separate species, C5H20N2O5 in total in a non-equilibrium geometry.

Geometry as XYZ:
```
32
Properties=species:S:1:pos:R:3:lowdin_charge:R:1
N -2.16947 1.09756 1.16575 0.08
C -1.91068 0.87840 -0.19288 -0.18
C -0.92162 1.36409 -0.90506 -0.30
N -0.05593 2.47371 -0.57071 0.10
C -0.68017 0.93039 -2.37061 -0.12
C 0.52047 -0.10551 -2.41720 -0.19
C 0.17956 -1.56662 -2.28074 -0.22
O 0.63136 -1.95462 -0.93173 -0.15
H -1.54294 1.41709 1.79778 0.04
H -3.05896 1.42567 1.27138 0.05
H -2.53454 0.04014 -0.44254 0.11
H -0.50489 3.24769 -0.34168 0.03
H 0.58852 2.59816 -1.35176 0.09
H -1.62796 0.44815 -2.79834 0.14
H -0.15823 1.69287 -2.87073 0.07
H 1.20954 0.13407 -3.25461 0.11
H 1.18351 0.03745 -1.52740 0.11
H -0.93590 -1.58435 -2.27700 0.12
H 0.65954 -2.21559 -2.97161 0.10
H -0.16336 -1.58662 -0.39111 0.06
O 0.63847 -0.97535 2.65006 -0.09
H 1.51009 -0.94946 3.02977 0.01
H 0.80634 -1.54552 1.82711 0.04
O 2.97224 -1.66710 1.22586 -0.06
H 2.73102 -2.21198 0.50311 0.00
H 2.76931 -0.76127 0.85708 0.07
O 1.08261 2.45883 2.25114 -0.11
H 1.14950 2.93268 1.35730 0.04
H 0.98321 1.56193 1.87792 0.00
O -1.26578 -2.17865 0.83972 0.05
H -1.76656 -1.41510 0.75319 0.00
H -1.31604 -2.73429 1.50540 -0.01
```

Values from the calculation:
HOMO energy = -8.33 eV
Molar mass = 188.22 g/mol
ΔE to the lowest compared entry with this formula, charge and spin = 98.4 kcal/mol
Lowest unoccupied orbital energy = 0.58 eV
Total charge = 0